# 1
Here is a molecular structure, C38H33BI2N7O3SeSm from the Open Molecules 2025 dataset. Energies are from wB97M-V/def2-TZVPD.

Net charge   0
Calculated total energy   -156645.011 eV
⟨S²⟩   8.793
Energy relative to the best compared isomer or geometry (same formula, charge and spin)   184.15 kJ/mol
Kohn-Sham gap (spin up / spin down)   5.732 / 5.785 eV
2S+1   6
LUMO level (spin up / spin down)   -0.334 / -0.329 eV
HOMO level (spin up / spin down)   -6.1 / -6.1 eV

Last column: Löwdin spin population.
Positions of all 86 atoms, in Å:
Sm -0.541 0.070 -0.016  5.13
C -2.487 -2.811 -0.772  0.00
N -2.266 -1.964 0.441  0.00
C -3.608 -1.347 0.731  0.00
C -3.947 -0.273 -0.258  0.00
C -5.280 -0.011 -0.578  0.00
C -5.600 1.064 -1.393  0.00
C -4.535 1.847 -1.885  0.00
C -3.239 1.526 -1.548  0.00
N -2.953 0.475 -0.726  -0.01
C -1.792 -2.776 1.596  0.00
C -0.318 -2.897 1.728  0.00
C 0.197 -4.002 2.441  0.00
C 1.583 -4.138 2.583  0.00
C 2.414 -3.175 2.004  0.00
C 1.825 -2.101 1.366  0.00
N 0.474 -1.928 1.206  -0.01
C -1.232 -3.279 -1.436  0.00
C -1.140 -4.554 -2.007  0.00
C 0.074 -4.985 -2.515  0.00
C 1.140 -4.071 -2.559  0.00
C 0.911 -2.785 -2.071  0.00
N -0.196 -2.400 -1.470  0.00
H -3.033 -2.232 -1.506  0.00
H -3.112 -3.688 -0.499  0.00
H -3.539 -0.841 1.729  0.00
H -4.405 -2.099 0.767  0.00
H -6.067 -0.644 -0.171  0.00
H -6.629 1.318 -1.686  0.00
H -4.746 2.699 -2.529  0.00
H -2.393 2.146 -1.844  0.00
H -2.180 -3.823 1.584  0.00
H -2.201 -2.363 2.557  0.00
H -0.472 -4.727 2.917  0.00
H 1.964 -4.981 3.150  0.00
H 3.506 -3.224 2.130  0.00
H 2.502 -1.389 0.865  0.00
H -2.011 -5.193 -2.061  0.00
H 0.215 -6.019 -2.878  0.00
H 2.117 -4.376 -2.907  0.00
H 1.694 -2.026 -2.167  0.00
I -0.115 7.110 3.947  0.00
C -0.308 5.548 2.476  0.00
C -1.502 4.834 2.550  0.00
C -1.692 3.757 1.728  0.00
I -3.448 2.704 2.254  0.00
C -0.715 3.314 0.812  0.00
O -0.974 2.303 -0.042  -0.01
C 0.512 4.017 0.802  0.00
C 1.662 3.377 0.020  0.00
N 1.919 1.949 0.401  -0.01
C 2.362 1.724 1.827  0.00
C 1.253 1.586 2.811  0.00
C 1.370 2.285 4.024  0.00
C 0.431 2.066 5.045  0.00
C -0.636 1.192 4.802  0.00
C -0.722 0.607 3.545  0.00
N 0.164 0.828 2.531  0.00
C 0.681 5.137 1.590  0.00
H -2.351 5.177 3.120  0.00
H 2.534 3.988 0.196  0.00
H 1.445 3.343 -1.056  0.00
H 2.795 1.719 -0.073  0.00
H 2.960 2.584 2.141  0.00
H 2.979 0.804 1.816  0.00
H 2.221 2.952 4.155  0.00
H 0.584 2.521 6.030  0.00
H -1.409 0.961 5.523  0.00
H -1.573 -0.068 3.357  0.00
H 1.611 5.737 1.517  0.00
Se -1.008 -0.111 -3.377  -0.01
C -2.676 -0.729 -3.597  0.00
N -3.804 -1.126 -3.573  0.00
O 1.972 0.981 -2.996  -0.01
B 2.062 0.518 -1.698  -0.04
O 3.406 0.069 -1.529  -0.01
C 4.042 0.077 -2.759  0.00
C 5.344 -0.264 -3.070  0.00
C 5.761 -0.005 -4.400  0.00
C 4.841 0.438 -5.342  0.00
C 3.496 0.751 -5.011  0.00
C 3.137 0.616 -3.699  0.00
H 5.979 -0.756 -2.296  0.00
H 6.799 -0.218 -4.671  0.00
H 5.149 0.671 -6.356  0.00
H 2.771 1.009 -5.782  0.00

---

# 2
Here is a molecular structure, C38H33N3O2Zn from the Open Molecules 2025 dataset. Energies are from wB97M-V/def2-TZVPD.

Net charge   0
Calculated total energy   -96927.873 eV
Energy relative to the best compared isomer or geometry (same formula, charge and spin)   46.74 kJ/mol
Kohn-Sham gap   8.764 eV
2S+1   1
LUMO level   0.444 eV
HOMO level   -8.3 eV

Last column: Löwdin charge in e.
Positions of all 77 atoms, in Å:
Zn -0.451 0.013 -1.022  0.71
O -1.855 1.037 -0.467  -0.27
C -2.486 0.792 0.741  -0.46
C -2.714 -0.761 0.914  -0.04
C -1.444 -1.473 1.276  -0.23
C -1.259 -2.054 2.524  -0.01
C -0.049 -2.657 2.815  -0.03
C 0.966 -2.633 1.872  -0.01
C 0.736 -2.024 0.647  -0.22
C 1.791 -1.891 -0.410  -0.05
C 2.334 -0.418 -0.564  -0.47
O 1.313 0.465 -0.854  -0.25
C 3.107 0.046 0.681  -0.13
C 3.222 1.417 0.891  -0.02
C 3.984 1.916 1.934  -0.08
C 4.638 1.052 2.801  -0.10
C 4.528 -0.314 2.605  -0.08
C 3.777 -0.812 1.547  -0.05
C 3.375 -0.440 -1.712  -0.14
C 4.501 -1.259 -1.685  -0.03
C 5.401 -1.261 -2.739  -0.08
C 5.202 -0.435 -3.837  -0.10
C 4.103 0.408 -3.860  -0.08
C 3.201 0.408 -2.802  -0.05
N -0.468 -1.503 0.356  0.12
C -3.829 1.552 0.752  -0.13
C -4.977 1.130 1.413  -0.05
C -6.126 1.912 1.414  -0.09
C -6.147 3.129 0.755  -0.10
C -5.007 3.560 0.088  -0.08
C -3.865 2.778 0.087  -0.02
C -1.708 1.320 1.965  -0.14
C -0.549 2.064 1.803  -0.01
C 0.121 2.575 2.908  -0.07
C -0.358 2.344 4.187  -0.09
C -1.519 1.603 4.358  -0.08
C -2.189 1.102 3.256  -0.04
H -3.080 -1.124 -0.048  0.12
H -3.469 -0.963 1.669  0.10
H -2.053 -2.022 3.256  0.12
H 0.111 -3.139 3.770  0.11
H 1.923 -3.085 2.085  0.11
H 1.352 -2.147 -1.376  0.11
H 2.615 -2.577 -0.224  0.11
H 2.701 2.084 0.218  0.12
H 4.070 2.987 2.078  0.10
H 5.227 1.439 3.622  0.10
H 5.028 -1.000 3.277  0.10
H 3.734 -1.884 1.410  0.09
H 4.692 -1.892 -0.827  0.11
H 6.271 -1.906 -2.699  0.10
H 5.909 -0.440 -4.657  0.10
H 3.947 1.074 -4.699  0.10
H 2.363 1.093 -2.792  0.11
H -5.007 0.182 1.934  0.10
H -7.010 1.560 1.932  0.10
H -7.044 3.735 0.755  0.10
H -5.009 4.507 -0.437  0.10
H -2.975 3.095 -0.439  0.12
H -0.175 2.241 0.803  0.10
H 1.022 3.156 2.771  0.10
H 0.162 2.748 5.046  0.10
H -1.908 1.424 5.354  0.10
H -3.109 0.549 3.404  0.11
N 0.786 -1.584 -3.789  0.17
C -0.568 -1.618 -3.737  -0.36
C -1.296 -2.474 -4.584  -0.02
C -2.665 -2.495 -4.506  -0.06
C -3.311 -1.641 -3.610  -0.06
C -2.533 -0.832 -2.818  -0.12
N -1.188 -0.834 -2.844  0.07
H 1.257 -2.070 -4.529  0.11
H 1.289 -0.845 -3.323  0.06
H -0.761 -3.099 -5.288  0.11
H -3.238 -3.157 -5.142  0.11
H -4.388 -1.613 -3.533  0.10
H -2.971 -0.123 -2.123  0.10

---

# 3
Here is a molecular structure, C38H34BaFN6O6SSi from the Open Molecules 2025 dataset. Energies are from wB97M-V/def2-TZVPD.

Net charge   -1
Calculated total energy   -83311.551 eV
Energy relative to the best compared isomer or geometry (same formula, charge and spin)   123.39 kJ/mol
Kohn-Sham gap   5.640 eV
2S+1   1
LUMO level   0.956 eV
HOMO level   -4.7 eV

Last column: Löwdin charge in e.
Positions of all 88 atoms, in Å:
Ba -21.013 4.359 -8.961  1.94
S -24.283 11.252 -12.907  0.97
N -25.039 10.203 -11.944  -0.25
C -24.324 9.049 -11.904  -0.25
C -24.486 7.876 -11.056  -0.10
C -25.683 7.569 -10.411  0.02
C -25.754 6.396 -9.646  -0.02
C -24.637 5.614 -9.590  -0.13
N -23.492 5.955 -10.133  0.09
C -23.437 6.968 -10.977  -0.17
C -22.207 7.122 -11.771  -0.12
N -21.252 6.205 -11.564  0.09
C -20.148 6.280 -12.232  -0.09
C -20.003 7.275 -13.254  -0.06
C -20.877 8.222 -13.485  -0.02
C -22.094 8.232 -12.685  -0.06
C -23.121 9.197 -12.682  -0.31
N -22.985 10.392 -13.325  -0.23
H -26.498 8.295 -10.414  0.12
H -26.697 6.101 -9.185  0.11
H -24.528 4.738 -8.985  0.10
H -19.379 5.613 -12.024  0.06
H -19.083 7.263 -13.902  0.13
H -20.606 8.998 -14.237  0.13
O -23.198 2.452 -9.017  -0.10
C -23.625 1.549 -8.353  -0.23
C -23.148 1.083 -7.064  -0.13
C -23.948 0.199 -6.363  0.03
C -23.561 -0.156 -5.099  -0.19
C -22.271 0.134 -4.616  -0.02
C -21.452 0.939 -5.317  -0.01
C -21.855 1.492 -6.578  -0.39
O -21.021 2.225 -7.168  -0.18
N -24.295 -1.098 -4.267  -0.32
O -23.822 -1.412 -3.120  0.00
O -25.315 -1.546 -4.805  0.02
H -24.387 0.920 -8.813  0.12
H -24.989 -0.150 -6.745  0.16
H -21.939 -0.260 -3.675  0.11
H -20.417 1.009 -5.043  0.11
C -19.001 0.670 -11.915  -0.17
Si -19.800 2.348 -12.114  0.31
C -21.629 2.292 -11.740  -0.20
C -19.735 2.974 -13.896  -0.19
N -19.161 3.497 -11.045  -0.18
C -17.886 3.888 -10.934  -0.38
C -16.729 3.424 -11.569  -0.07
C -15.455 3.971 -11.545  -0.11
C -15.182 5.063 -10.690  -0.13
C -16.235 5.498 -9.917  -0.06
C -17.475 4.936 -10.055  -0.25
F -18.406 5.461 -9.208  -0.07
H -19.674 -0.134 -12.177  0.02
H -18.610 0.473 -10.915  0.03
H -18.129 0.574 -12.555  0.01
H -22.082 1.833 -12.643  0.05
H -21.917 3.357 -11.687  0.00
H -21.785 1.826 -10.773  0.00
H -19.805 2.191 -14.689  0.03
H -18.749 3.511 -14.037  0.03
H -20.490 3.728 -14.208  0.02
H -16.815 2.555 -12.111  0.06
H -14.531 3.489 -11.964  0.11
H -14.231 5.484 -10.625  0.06
H -16.077 6.299 -9.136  0.14
C -22.998 9.631 -2.026  -0.08
C -22.738 8.755 -3.184  -0.28
C -22.328 7.410 -3.022  -0.01
C -22.073 6.624 -4.109  -0.26
C -21.662 5.191 -3.942  -0.03
C -22.138 7.141 -5.354  -0.08
C -22.542 8.463 -5.548  -0.21
C -23.073 8.957 -6.900  -0.04
C -22.953 9.242 -4.487  -0.03
C -21.800 6.230 -6.553  -0.71
O -22.797 5.706 -7.089  -0.11
O -20.626 6.220 -7.018  -0.17
H -23.349 10.656 -2.287  0.08
H -22.091 9.707 -1.496  0.06
H -23.794 9.299 -1.317  0.09
H -22.178 6.934 -2.027  0.13
H -21.892 4.814 -2.948  0.07
H -20.552 5.104 -3.990  0.10
H -22.155 4.556 -4.757  0.11
H -24.181 8.773 -6.820  0.10
H -22.836 8.360 -7.763  0.05
H -22.793 10.034 -6.998  0.08
H -23.387 10.325 -4.610  0.15

---

# 4
Here is a molecular structure, C38H34MgN4S6 from the Open Molecules 2025 dataset. Energies are from wB97M-V/def2-TZVPD.

Net charge   0
Calculated total energy   -116379.503 eV
Energy relative to the best compared isomer or geometry (same formula, charge and spin)   33.12 kJ/mol
Kohn-Sham gap   6.178 eV
2S+1   1
LUMO level   -0.637 eV
HOMO level   -6.8 eV

Last column: Löwdin charge in e.
Positions of all 83 atoms, in Å:
Mg 0.669 0.323 -0.966  0.47
C -1.012 -2.382 -4.282  -0.01
C -1.458 -2.460 -2.852  -0.30
C -2.811 -2.583 -2.530  -0.01
C -3.190 -2.689 -1.207  -0.05
C -2.207 -2.686 -0.225  -0.02
C -0.892 -2.546 -0.636  -0.24
N -0.516 -2.422 -1.909  0.18
C 0.198 -2.493 0.378  -0.19
C 0.412 -3.539 1.266  0.01
C 1.438 -3.429 2.188  -0.03
C 2.187 -2.265 2.232  0.00
C 1.906 -1.256 1.323  -0.20
N 0.956 -1.392 0.388  0.13
C 2.536 0.089 1.412  -0.26
C 3.770 0.307 1.995  0.00
C 4.227 1.614 2.085  -0.03
C 3.439 2.642 1.611  0.00
C 2.217 2.345 1.012  -0.31
C 1.324 3.425 0.484  -0.01
N 1.790 1.085 0.914  0.07
H -1.201 -3.333 -4.787  0.09
H 0.053 -2.163 -4.326  0.06
H -1.558 -1.603 -4.811  0.07
H -3.550 -2.576 -3.322  0.12
H -4.235 -2.769 -0.936  0.11
H -2.451 -2.760 0.828  0.12
H -0.212 -4.420 1.215  0.12
H 1.637 -4.233 2.885  0.12
H 2.951 -2.123 2.983  0.12
H 4.373 -0.519 2.345  0.12
H 5.195 1.824 2.521  0.12
H 3.768 3.671 1.674  0.12
H 0.771 3.885 1.307  0.09
H 0.597 3.026 -0.221  0.06
H 1.901 4.202 -0.014  0.09
C -0.454 -1.329 4.912  -0.04
C -0.915 0.133 4.973  -0.55
C -1.709 0.338 6.264  -0.07
C 0.315 1.052 5.015  -0.04
C -1.744 0.441 3.725  -0.16
C -3.109 0.753 3.784  -0.03
C -3.847 1.019 2.643  -0.07
C -3.207 0.981 1.414  -0.46
S -3.837 1.267 -0.180  1.12
C -2.253 0.981 -0.848  -0.51
N -1.334 0.696 0.034  0.05
C -1.842 0.684 1.326  -0.28
C -1.123 0.402 2.483  0.04
C -1.964 1.048 -2.290  -0.28
C -2.978 1.346 -3.206  -0.07
C -2.671 1.423 -4.553  -0.09
C -1.358 1.195 -4.962  -0.08
C -0.376 0.879 -4.033  -0.15
C -0.631 0.797 -2.659  -0.12
H 0.156 -1.571 5.787  0.09
H 0.143 -1.517 4.018  0.06
H -1.312 -2.005 4.894  0.09
H -1.069 0.123 7.121  0.09
H -2.570 -0.330 6.319  0.08
H -2.062 1.367 6.360  0.09
H 0.912 0.840 5.905  0.09
H 0.014 2.102 5.047  0.09
H 0.957 0.914 4.141  0.07
H -3.613 0.795 4.739  0.10
H -4.901 1.257 2.717  0.11
H -0.070 0.173 2.395  0.09
H -3.996 1.534 -2.874  0.08
H -3.437 1.672 -5.276  0.10
H -1.104 1.268 -6.014  0.11
H 0.630 0.706 -4.397  0.07
C 2.780 -1.565 -5.151  -0.40
S 4.200 -0.451 -5.021  0.80
C 3.390 1.034 -4.556  -1.03
C 2.908 1.328 -3.329  -1.13
S 3.001 0.360 -1.889  0.56
S 2.153 2.900 -3.214  0.88
C 2.338 3.424 -4.852  -1.51
S 1.870 4.902 -5.397  0.51
S 3.152 2.241 -5.805  0.90
H 3.180 -2.552 -5.386  0.03
H 2.111 -1.249 -5.950  0.04
H 2.253 -1.604 -4.197  0.01

---

# 5
Here is a molecular structure, C38H35BF6INO4 from the Open Molecules 2025 dataset. Energies are from wB97M-V/def2-TZVPD.

Net charge   0
Calculated total energy   -74734.146 eV
Kohn-Sham gap   7.096 eV
2S+1   1
LUMO level   -1.945 eV
HOMO level   -9.0 eV

Last column: Löwdin charge in e.
Positions of all 86 atoms, in Å:
C 8.472 -1.869 2.511  -0.07
O 8.264 -0.567 1.841  -0.07
B 7.230 0.230 2.529  -0.48
O 7.690 0.989 3.745  0.03
N 5.781 0.396 2.109  0.20
C 4.938 -0.827 2.401  -0.41
O 4.017 -1.174 1.461  -0.19
O 4.987 -1.651 3.623  -0.58
I 4.590 -3.556 2.955  1.04
H 7.412 -2.417 2.483  0.06
H 8.763 -1.628 3.631  0.12
H 9.278 -2.519 1.964  0.12
H 7.865 1.919 3.365  0.13
H 5.764 0.537 1.065  0.16
F 3.382 -0.850 -2.156  0.06
C 2.258 -0.249 -1.743  -0.28
C 1.304 0.135 -2.679  -0.04
C 0.131 0.756 -2.248  -0.09
C -0.069 0.995 -0.887  -0.11
C 0.897 0.611 0.044  -0.08
C 2.065 -0.020 -0.385  0.00
H 1.481 -0.052 -3.733  0.12
H -0.624 1.053 -2.971  0.11
H -0.982 1.483 -0.552  0.09
H 0.741 0.802 1.103  0.10
H 2.822 -0.334 0.325  0.06
F -2.932 0.271 0.439  0.04
C -3.106 -1.031 0.175  -0.28
C -4.346 -1.482 -0.263  -0.02
C -4.526 -2.836 -0.542  -0.07
C -3.465 -3.728 -0.369  -0.10
C -2.225 -3.268 0.076  -0.08
C -2.042 -1.911 0.344  -0.01
H -5.161 -0.775 -0.383  0.11
H -5.490 -3.197 -0.892  0.11
H -3.606 -4.786 -0.582  0.08
H -1.401 -3.964 0.214  0.11
H -1.083 -1.534 0.682  0.11
F 1.920 6.291 -6.074  0.06
C 1.717 5.672 -4.904  -0.29
C 1.174 6.383 -3.839  -0.02
C 0.957 5.738 -2.622  -0.08
C 1.296 4.390 -2.479  -0.09
C 1.845 3.686 -3.553  -0.08
C 2.051 4.329 -4.773  -0.01
H 0.925 7.432 -3.966  0.11
H 0.526 6.283 -1.786  0.10
H 1.131 3.888 -1.528  0.10
H 2.112 2.639 -3.438  0.09
H 2.469 3.795 -5.620  0.11
F -3.271 -6.490 -1.728  0.05
C -2.387 -6.566 -2.732  -0.28
C -2.228 -7.768 -3.413  -0.02
C -1.312 -7.847 -4.462  -0.08
C -0.556 -6.725 -4.811  -0.10
C -0.719 -5.524 -4.117  -0.08
C -1.643 -5.443 -3.076  -0.01
H -2.818 -8.631 -3.123  0.12
H -1.186 -8.779 -5.006  0.10
H 0.162 -6.788 -5.626  0.10
H -0.127 -4.653 -4.388  0.11
H -1.789 -4.515 -2.532  0.10
F -8.587 3.818 0.884  0.06
C -7.299 3.462 0.966  -0.29
C -6.965 2.206 1.460  -0.02
C -5.624 1.833 1.540  -0.09
C -4.629 2.726 1.135  -0.10
C -4.973 3.987 0.646  -0.08
C -6.315 4.355 0.555  -0.02
H -7.752 1.529 1.777  0.11
H -5.353 0.850 1.917  0.10
H -3.582 2.437 1.202  0.09
H -4.196 4.682 0.335  0.11
H -6.601 5.328 0.169  0.11
F -0.058 4.050 5.713  0.06
C 0.076 2.786 5.290  -0.29
C 1.349 2.248 5.137  -0.02
C 1.489 0.930 4.700  -0.08
C 0.354 0.169 4.411  -0.10
C -0.919 0.721 4.563  -0.08
C -1.059 2.034 5.010  -0.02
H 2.219 2.857 5.358  0.12
H 2.479 0.497 4.585  0.10
H 0.464 -0.857 4.066  0.10
H -1.801 0.128 4.333  0.10
H -2.042 2.476 5.142  0.12